Entry from the OMol25 dataset: a structure of composition C16H13N7O2Re at a distorted geometry (ωB97M-V/def2-TZVPD).

Results
ΔE to the lowest compared entry with this formula, charge and spin (kcal/mol): 57.7
Charge: +2
Orbital gap (spin up / spin down) (Ha): 0.1569 / 0.1539
Molecular weight (g/mol): 521.53
Spin multiplicity: 2
Calculated total energy (Eh): -1228.888481

Geometry as XYZ:
```
39
Properties=species:S:1:pos:R:3:forces:R:3
Re -0.50717 1.08039 0.08433 0.9199 0.1563 -1.4017
N -1.48407 -1.74021 -1.16327 -0.6478 0.6774 0.5658
C -0.34477 -2.06271 -1.77817 0.9311 0.2721 -0.2962
C -0.31707 -3.25851 -2.52857 0.3124 0.2565 0.1157
C 0.80433 -3.67171 -3.22297 0.0684 0.2030 0.1119
C 1.95193 -2.90791 -3.17317 0.0415 0.2490 0.1787
C 1.99143 -1.70911 -2.42507 0.0199 -0.1325 -0.1404
C 3.17953 -0.95761 -2.38767 -0.4635 -0.2586 0.0785
C 3.20273 0.22919 -1.69297 -0.3018 0.2518 0.1420
C 2.03993 0.64889 -1.06687 1.0715 0.5021 -0.0752
N 0.88123 -0.03331 -1.07177 -1.1930 0.4376 1.1728
C 0.83743 -1.23211 -1.73027 -0.6636 -1.2666 -0.3956
H -1.56327 -0.97021 -0.49997 -0.0655 -0.6565 -0.3596
H -2.27257 -2.36821 -1.22827 0.0491 0.1091 0.0897
H -1.20387 -3.87531 -2.53667 -0.1259 0.0012 -0.0251
H 0.78573 -4.58681 -3.79417 -0.0390 -0.0673 -0.0167
H 2.84033 -3.20451 -3.70967 0.0697 -0.0466 -0.0326
H 4.05903 -1.32531 -2.89457 0.0860 -0.0365 -0.0776
H 4.09443 0.83349 -1.64167 -0.0090 0.1038 0.0551
H 2.05233 1.60289 -0.54247 -0.0263 -0.2182 -0.0405
C -1.16457 2.44019 4.54303 -0.1334 0.9519 0.1890
N -0.95027 1.18809 3.84513 -0.1043 0.1786 -1.5213
C -0.71757 -0.00241 4.49303 0.3215 -1.3183 0.0400
C -0.45947 -1.14851 3.83033 -0.1114 0.2644 0.1947
C -0.40737 -1.17531 2.37383 0.3641 -1.4821 -0.2100
O -0.19597 -2.12521 1.65053 -0.0553 0.4719 0.5455
N -0.64127 0.07299 1.78553 -0.0840 0.4016 -0.2505
C -0.96087 1.17069 2.50703 -0.1123 -0.1899 1.6068
O -1.22347 2.16719 1.76473 0.1985 0.4288 -1.1940
H -1.20137 2.25839 5.61313 -0.0447 -0.0598 -0.0586
H -2.09317 2.90109 4.20643 -0.0047 -0.1003 0.1263
H -0.35167 3.13559 4.32393 -0.0129 -0.1247 0.0711
H -0.76227 0.03969 5.57193 -0.0012 0.0341 0.0018
H -0.30367 -2.08141 4.35023 0.0240 0.0470 0.0569
N -3.03617 6.08839 -3.07697 -0.1086 0.2756 -0.1112
C -2.44177 5.12509 -2.87847 -0.8503 1.2806 -0.2297
N -1.79827 4.03449 -2.66077 1.5845 -2.8637 1.7091
C -1.39807 3.17779 -1.91317 -1.7139 3.0938 -2.8075
N -0.92017 2.24199 -1.32547 0.8104 -1.8268 2.1925
```
Forces are in eV/Å.

Entry from the OMol25 dataset: a structure of composition C17H12Cl4IrO9 at a distorted geometry (ωB97M-V/def2-TZVPD).

Results
ΔE to the lowest compared entry with this formula, charge and spin (kcal/mol): 89.5
Charge: -1
Orbital gap (spin up / spin down) (Ha): 0.2668 / 0.2666
Molecular weight (g/mol): 694.30
Spin multiplicity: 1
Calculated total energy (Eh): -3277.319048

Geometry as XYZ:
```
43
Properties=species:S:1:pos:R:3:forces:R:3
Ir -0.11445 0.62550 -0.20732 1.7075 -3.6987 1.8038
O 0.70418 0.49633 3.95440 -0.8975 -0.1636 -0.2995
C 0.81165 0.23691 2.77037 2.8588 0.0243 -0.0905
O -0.10015 0.08565 1.88924 -1.9346 0.3910 -1.9755
C 2.29350 -0.00472 2.27328 -1.3700 -0.0653 0.3048
C 2.39052 -0.96651 1.08694 0.4310 -0.5418 0.6922
C 3.85500 -1.42810 0.95674 -0.1577 0.0430 -0.2697
C 4.52910 -0.14428 0.40146 -0.2617 -0.0680 -0.2347
C 3.31761 0.79888 0.29039 0.8186 0.2680 0.3449
O 2.26041 -0.10489 -0.04998 -1.1148 0.4106 -0.7778
C 2.93384 1.26809 1.69888 -0.5500 0.9532 -0.4455
C 1.97025 2.49349 1.54788 1.2663 -0.8531 0.9058
O 2.25637 3.49233 2.18916 -0.4158 0.1470 -0.3676
O 1.02690 2.35627 0.69660 -1.5482 0.2973 -1.1964
H 2.80046 -0.36978 3.16396 0.2149 -0.0252 -0.1304
H 1.64150 -1.75196 1.05027 -0.0398 0.0895 -0.0725
H 3.92860 -2.24702 0.24018 0.0315 -0.0128 0.0352
H 4.26428 -1.75709 1.90971 -0.0214 0.0005 0.0199
H 4.96813 -0.31764 -0.58158 0.0472 -0.0401 0.0413
H 5.29138 0.26687 1.06014 0.0030 0.0170 0.0004
H 3.39775 1.58617 -0.45462 -0.0848 -0.0493 -0.0195
H 3.77713 1.62689 2.28367 0.0780 -0.1087 -0.0745
Cl 1.24020 -4.25277 -5.86841 0.0098 -0.0663 -0.1245
C 0.86032 -3.38028 -4.41244 -0.0258 0.1182 -0.0277
C 0.82037 -4.07414 -3.18930 0.0279 0.1555 0.0214
C 0.54882 -3.40918 -2.03075 -0.0721 0.0147 0.2510
C 0.27826 -2.00298 -2.00100 0.0293 0.0634 -0.6846
O 0.01460 -1.46143 -0.88412 -0.7760 1.1867 1.3614
C 0.32788 -1.33202 -3.26210 0.0526 -0.0847 0.4392
C 0.12197 0.07051 -3.35698 0.0126 -0.2199 -0.1516
O -0.09398 0.87824 -2.45416 0.0185 0.7731 1.1909
C 0.61832 -2.04046 -4.44654 0.0301 -0.0996 -0.0363
H 1.01602 -5.13814 -3.18114 0.0024 -0.0109 0.0252
H 0.52236 -3.92885 -1.08232 -0.0253 -0.0274 0.0025
H 0.16864 0.47200 -4.38287 -0.0600 0.1218 0.1037
H 0.65616 -1.50441 -5.38703 -0.0084 0.0135 -0.0084
Cl -4.03745 3.92804 -0.52570 -0.0487 0.0581 0.0338
C -2.99115 2.56765 -0.88513 0.0790 -0.5953 0.3422
Cl -3.34989 1.95350 -2.51581 -0.0739 -0.0178 -0.2321
Cl -1.30366 3.07583 -0.80815 -0.3262 1.0655 -0.0115
C -3.24128 1.32196 0.11391 -0.1624 1.6818 -0.6558
O -4.29293 1.33392 0.70574 0.2107 -0.5421 0.0366
O -2.32047 0.45330 0.08046 2.0458 -0.6031 -0.0696
```
Forces are in eV/Å.

Entry from the OMol25 dataset: the molecule C3H6N2O at a distorted geometry (ωB97M-V/def2-TZVPD).

Results
ΔE to the lowest compared entry with this formula, charge and spin (kcal/mol): 129.9
Orbital gap (Ha): 0.3487
Molecular weight (g/mol): 86.09
Spin multiplicity: 1
Calculated total energy (Eh): -302.486087

Geometry as XYZ:
```
12
Properties=species:S:1:pos:R:3:forces:R:3
C 1.55699 -0.36384 -0.07405 -2.2326 1.7896 0.5405
C 0.22319 -0.13561 0.61306 -2.8761 -0.6185 -0.4258
C -0.51810 1.11919 0.20867 -2.4067 -0.2953 1.5883
N -1.14729 -0.04386 -0.29651 3.0914 -1.4537 1.4305
N -2.17976 -0.51010 -0.93227 -0.9307 -0.4891 -0.4095
O -2.35036 -1.72347 -1.06593 0.9404 1.4983 0.5671
H 1.48464 -0.82688 -1.01359 -0.1323 -0.3302 -1.2987
H 2.15447 -0.90771 0.53214 1.8982 -2.1354 1.8630
H 2.00335 0.61186 -0.07874 0.4718 0.5077 -0.6882
H -0.04297 -0.55083 1.64158 0.6782 0.5795 -1.6274
H -1.13320 1.63394 1.00230 0.9383 -0.1344 -0.9341
H -0.05095 1.69728 -0.53665 0.5601 1.0815 -0.6056
```
Forces are in eV/Å.